46
Properties=species:S:1:pos:R:3:lowdin_charge:R:1 method="wB97M-V/def2-TZVPD" lumo_energy_ha="0.07586 / 0.07419" total_charge=-1 homo_lumo_gap_ev="6.078 / 6.090" homo_ev="-4.0 / -4.1"
Pt -0.023 0.079 0.546 0.622
Br -3.632 5.443 -2.752 0.707
Br 0.646 5.289 0.954 0.737
S -1.688 -0.534 2.145 0.563
S 1.611 -0.960 1.960 0.599
O 0.336 2.338 0.533 -0.184
O 1.514 -0.077 -1.426 -0.005
N -1.356 0.948 -1.119 0.006
N 1.335 -2.134 -2.405 -0.148
N 2.112 -1.182 5.559 0.149
N 2.565 -0.441 -3.409 -0.166
N -1.834 -0.633 5.772 0.151
C -0.648 -0.725 3.515 -0.765
C -1.494 5.089 -0.916 -0.188
C 1.781 -0.843 -2.336 -0.500
C 3.693 -1.258 -3.807 -0.067
C -3.111 0.923 -2.732 -0.055
C 1.473 -1.067 4.609 -0.319
C -2.172 0.288 -1.918 -0.129
C -3.205 2.290 -2.707 -0.039
C -0.582 4.369 -0.171 -0.603
C 0.681 -2.678 -1.235 -0.069
C -2.363 4.423 -1.750 -0.638
C 0.720 -0.913 3.438 -0.759
C 2.832 0.981 -3.469 -0.057
C 0.941 -2.730 -3.660 -0.063
C -1.422 2.292 -1.073 -0.140
C -1.287 -0.685 4.761 -0.319
C -2.354 3.026 -1.860 -0.203
C -0.492 2.960 -0.183 -0.455
H 3.539 -2.289 -3.502 0.082
H -1.527 6.166 -0.836 0.091
H 4.615 -0.891 -3.339 0.092
H 1.219 -2.342 -0.349 0.023
H 1.328 -2.150 -4.493 0.081
H 3.164 1.227 -4.477 0.086
H -0.152 -2.755 -3.738 0.090
H -3.915 2.815 -3.329 0.067
H 1.314 -3.755 -3.726 0.088
H -2.078 -0.790 -1.931 0.100
H 0.713 -3.766 -1.283 0.091
H -0.363 -2.352 -1.152 0.070
H 3.823 -1.216 -4.891 0.087
H -3.739 0.341 -3.388 0.100
H 1.912 1.514 -3.245 0.092
H 3.597 1.291 -2.751 0.097

=====

48
Properties=species:S:1:pos:R:3:lowdin_charge:R:1 method="wB97M-V/def2-TZVPD" relative_energy_kj_mol=23.2 lumo_energy_ha=0.14237 total_charge=-2 homo_lumo_gap_ev=4.926 homo_ev=-1.1
Pd -0.712 0.227 -0.009 0.968
Br -9.151 -2.408 -1.086 0.629
F -2.544 3.301 -1.584 0.141
F 0.735 2.638 -3.963 0.101
F 1.724 -1.062 -0.615 -0.081
F 0.650 0.827 -2.784 0.153
F 2.070 0.872 0.351 -0.077
F -1.992 1.715 -2.948 0.157
F 2.069 2.374 -2.284 0.126
F -1.630 3.784 -3.474 0.088
O -2.989 0.526 -0.256 -0.095
O -2.509 -0.991 -1.840 -0.030
O -0.302 2.168 -0.553 -0.238
N -1.151 -1.531 0.929 -0.056
C -2.152 -2.840 2.457 -0.122
C 0.803 2.144 -2.688 -0.549
C -5.703 -0.215 -0.354 -0.017
C -4.723 -0.884 -1.080 -0.106
C -3.280 -0.391 -1.075 -0.647
C -7.338 -1.783 -1.081 -0.697
C 0.246 4.266 -1.486 -0.006
C -1.080 -2.817 0.478 -0.384
C -5.079 -2.018 -1.802 -0.013
C -7.019 -0.653 -0.349 -0.143
C -0.216 2.816 -1.724 -0.508
C -1.601 2.884 -2.437 -0.552
C -1.688 -3.657 1.396 -0.121
C -2.100 -0.275 2.872 -0.079
C 1.182 -0.196 0.336 -0.421
C -0.431 -3.179 -0.820 -0.075
C -1.806 -1.541 2.128 -0.397
C -6.386 -2.478 -1.807 -0.140
H -2.684 -3.145 3.349 0.065
H -7.782 -0.132 0.214 0.088
H -5.399 0.657 0.212 0.114
H -1.784 -4.730 1.294 0.065
H -1.428 0.519 2.540 0.047
H -6.665 -3.362 -2.364 0.088
H -0.542 4.782 -0.939 0.085
H -0.513 -2.351 -1.521 0.045
H -3.119 0.077 2.686 0.059
H 0.471 4.809 -2.406 0.080
H -0.935 -4.045 -1.258 0.062
H -4.295 -2.524 -2.349 0.116
H -1.973 -0.406 3.951 0.055
H 0.629 -3.424 -0.703 0.055
H 1.129 4.214 -0.853 0.086
H 1.320 -0.701 1.298 0.082

=====

39
Properties=species:S:1:pos:R:3:lowdin_charge:R:1 method="wB97M-V/def2-TZVPD" relative_energy_kj_mol=0.0 smiles="O=C1[C@@H]2CCCN2[C@@H](c2cccc(Br)c2)N1c1ccc(F)cc1" lumo_energy_ha=0.02420 total_charge=0 homo_lumo_gap_ev=9.378 homo_ev=-8.7
Br -3.224 1.309 -4.681 0.698
F 2.740 4.443 3.355 0.055
O 0.286 -1.648 2.500 0.061
N 0.528 -0.053 0.782 0.083
N 0.055 -1.495 -1.020 -0.053
C -1.477 0.720 -2.402 -0.059
C 1.100 -3.629 -1.290 -0.151
C -2.199 0.725 -0.113 -0.017
C -3.721 1.444 -1.862 -0.153
C 0.170 -1.270 1.324 -0.365
C 2.138 3.402 2.741 -0.276
C 2.323 2.128 3.292 0.007
C 1.777 0.989 2.672 0.003
C -3.463 1.191 -0.528 -0.068
C -1.169 0.515 -1.049 -0.166
C 0.174 -0.073 -0.671 -0.207
C 1.520 3.523 1.498 0.012
C 0.600 -3.521 0.154 -0.127
C 0.965 2.348 0.898 0.002
C 1.086 1.063 1.458 -0.181
C -2.760 1.163 -2.815 -0.646
C -0.213 -2.242 0.241 -0.191
C 1.160 -2.151 -1.735 -0.165
H 1.418 4.482 1.041 0.106
H 2.767 1.986 4.256 0.111
H 1.003 0.407 -1.236 0.168
H -4.726 1.776 -2.131 0.105
H -0.718 0.496 -3.148 0.110
H 0.341 -4.122 -1.883 0.104
H 2.152 -1.760 -1.450 0.120
H 1.482 -3.479 0.840 0.130
H -2.065 0.559 0.938 0.110
H -1.276 -2.515 0.309 0.160
H 2.063 -4.152 -1.386 0.115
H 0.032 -4.395 0.516 0.122
H 1.052 -2.003 -2.825 0.119
H 0.351 2.462 0.008 0.104
H -4.224 1.342 0.255 0.116
H 1.952 0.037 3.146 0.106

=====

48
Properties=species:S:1:pos:R:3:mulliken_spin:R:1 method="wB97M-V/def2-TZVPD" multiplicity=3 lumo_energy_ha="0.07876 / 0.06364" total_charge=-1 homo_lumo_gap_ev="6.961 / 7.567" homo_ev="-4.8 / -5.8"
Pd -0.142 0.157 -0.138 1.171
Br 1.527 -1.612 2.185 0.004
P -1.908 -0.450 -2.621 0.009
P -3.027 -0.187 0.137 0.002
O 0.913 1.894 5.955 0.000
O -0.537 -0.767 -2.067 0.068
O -3.237 1.085 0.880 0.001
O -2.707 -1.436 -3.370 0.004
O -1.916 -1.130 0.513 0.061
O -2.793 0.217 -1.420 0.004
O -4.396 -1.038 0.092 0.001
O -1.698 0.893 -3.518 0.000
N 1.302 1.544 -0.353 0.616
N -0.038 0.638 2.157 0.050
C 0.133 3.597 -0.089 0.013
C 0.572 1.503 4.698 -0.003
C 1.153 0.345 4.205 0.004
C 3.552 5.346 -2.196 0.006
C 0.286 4.648 0.813 0.001
C -2.257 3.854 0.029 -0.002
C 2.532 3.483 -1.056 0.053
C 4.900 3.484 -1.497 0.002
C -1.142 3.216 -0.496 -0.017
C -0.331 2.213 3.914 0.003
C -2.103 4.887 0.942 0.001
C 4.790 4.727 -2.109 -0.007
C -0.611 1.738 2.649 -0.010
C 0.800 -0.031 2.920 0.002
C 1.322 2.789 -0.514 -0.056
C 3.777 2.864 -0.975 0.010
C -0.829 5.290 1.328 0.003
C 2.427 4.728 -1.668 -0.005
H 5.864 2.997 -1.428 0.000
H -0.814 3.112 4.276 0.000
H 3.459 6.310 -2.680 0.000
H 5.669 5.209 -2.518 0.000
H -5.137 -0.425 0.072 0.001
H -1.271 2.413 -1.210 0.005
H 1.842 -0.233 4.801 0.001
H -2.975 5.373 1.360 0.000
H -1.338 2.214 1.999 0.007
H -2.463 0.990 -4.095 0.000
H -0.705 6.097 2.041 0.000
H 3.842 1.892 -0.502 -0.004
H 1.281 4.945 1.127 0.001
H 1.459 5.207 -1.738 0.000
H -3.240 3.503 -0.253 0.000
H 0.423 2.692 6.180 0.000

=====

48
Properties=species:S:1:pos:R:3:mulliken_spin:R:1 method="wB97M-V/def2-TZVPD" relative_energy_kj_mol=685.4 multiplicity=2 lumo_energy_ha="-0.26591 / -0.26499" total_charge=+2 homo_lumo_gap_ev="5.526 / 5.571" homo_ev="-12.8 / -12.8"
Tc 0.593 0.047 0.985 1.119
Cl -3.192 1.675 -1.757 0.000
Cl 4.568 1.406 -4.661 0.000
Cl -1.790 6.711 -0.449 0.000
Cl 0.976 2.528 1.554 0.014
Cl 3.108 2.376 -2.040 0.000
Cl 4.376 -1.651 -5.480 0.000
Cl 1.334 -2.389 -1.039 0.000
Cl 2.834 -3.590 -3.743 0.000
S -1.362 -0.423 2.247 0.007
O 1.610 0.228 -0.747 0.033
O -0.950 0.923 -0.040 0.001
N -1.971 -2.105 -1.113 -0.006
N 1.533 -0.659 3.703 -0.007
C 1.467 -0.537 2.412 -0.145
C -2.154 2.776 -0.904 -0.002
C 3.074 0.738 -2.515 0.013
C -2.521 -1.721 1.518 0.013
C -0.503 4.532 0.471 0.000
C -0.328 3.163 0.545 -0.004
C 2.272 -1.435 -2.074 0.007
C -1.533 5.011 -0.320 0.001
C -0.905 -1.200 3.832 0.001
C 3.706 0.317 -3.676 -0.001
C 2.329 -0.160 -1.687 -0.018
C -1.122 2.234 -0.126 0.011
C 2.890 -1.871 -3.240 0.000
C -2.362 4.135 -1.009 0.000
C 0.278 -0.452 4.466 0.001
C 3.621 -1.051 -4.069 0.001
C -0.994 -2.987 -1.091 0.006
C -2.956 -1.795 0.006 0.004
H -1.038 -3.616 -0.195 0.000
H 2.593 -4.109 -2.567 0.000
H -0.669 -2.254 3.681 0.000
H -1.773 -1.115 4.485 0.001
H 0.435 -0.815 5.479 0.002
H -0.302 -1.698 -1.028 0.000
H -3.419 -0.849 -0.261 0.000
H -2.175 -2.693 1.870 0.001
H -3.719 -2.573 -0.048 0.001
H -3.166 4.516 -1.622 0.000
H -2.009 -1.431 -1.879 0.000
H 0.231 -1.368 0.397 -0.046
H 0.070 0.618 4.520 0.000
H -3.447 -1.484 2.043 -0.005
H 0.142 5.209 1.012 0.000
H 2.320 -1.110 4.152 -0.001